# C3H7N2OS

A cluster of 2 separate species, C3H7N2OS in total at a distorted geometry (ωB97M-V with the def2-TZVPD basis set, the OMol25 dataset).

Computed properties:
Total charge ... +1
Gap between HOMO and LUMO ... 9.96 eV
Highest occupied orbital energy ... -0.488 Eh
Energy relative to the best compared isomer or geometry (same formula, charge and spin) ... 76.5 kcal/mol

Geometry as XYZ:
```
14
Properties=species:S:1:pos:R:3:lowdin_charge:R:1
C -0.63 1.88 -2.59 0.13
C 0.64 -0.63 1.88 -0.22
C -0.79 0.76 -2.18 -0.27
N 0.41 0.10 0.82 -0.30
N 0.25 -1.88 2.02 0.18
O -0.87 -0.44 -1.65 0.03
S 0.91 1.76 0.69 0.88
H -0.11 -0.27 0.03 0.08
H -0.55 2.84 -2.99 0.05
H 1.20 -0.17 2.69 0.15
H 0.47 -2.38 2.87 0.14
H -0.26 -2.37 1.30 0.14
H -1.22 -1.07 -2.29 0.15
H 0.56 1.86 -0.60 -0.15
```